{"formula": "C6H10O", "method": "the ωB97M-V functional and the def2-TZVPD basis", "species": ["C", "C", "O", "C", "C", "C", "C", "H", "H", "H", "H", "H", "H", "H", "H", "H", "H"], "xyz": [[-1.5672, -0.8514, -0.1872], [-1.0605, 0.1562, -1.1470], [-0.7644, 1.4368, -0.6918], [0.6069, 1.4661, -0.3300], [1.0003, 0.0159, 0.0414], [0.8424, -0.3083, 1.5107], [-0.0276, -0.8250, -0.7523], [-0.2088, -0.1580, 1.7929], [-1.7089, -0.8465, 0.8843], [-2.4629, -1.3690, -0.5532], [-1.4833, 0.0817, -2.1454], [1.1985, 1.8383, -1.1818], [0.7087, 2.1778, 0.4978], [2.0420, -0.1625, -0.2785], [1.4244, 0.3564, 2.1443], [1.1107, -1.3487, 1.7335], [0.3496, -1.6597, -1.3378]], "atomic_forces_ev_per_a": [[0.527, -0.634, -0.124], [-0.465, 0.111, -0.260], [0.065, 0.304, -0.134], [0.259, 0.013, 0.119], [-0.401, -0.276, 0.262], [-0.168, 0.310, 0.661], [-1.020, -0.509, 0.081], [0.451, -0.055, 0.096], [0.345, 1.120, 0.002], [1.088, -0.789, -0.558], [-0.150, 0.350, 0.076], [-0.016, -0.138, 0.161], [0.080, -0.192, -0.085], [-0.532, -0.229, -0.056], [0.249, -0.001, 0.104], [-0.039, 0.239, -0.091], [-0.273, 0.375, -0.253]], "lowdin_charge": [-0.0176, -0.3407, -0.0696, -0.1496, -0.2981, -0.0790, -0.1211, 0.0691, 0.0791, 0.0971, 0.1497, 0.1229, 0.1256, 0.1413, 0.0745, 0.0898, 0.1265], "smiles": "C[C@@H]1CO[C@@H]2C[C@H]12", "homo_lumo_gap_ev": 10.293, "energy_ha": -309.779540}

{"formula": "C6H10O", "method": "the ωB97M-V functional and the def2-TZVPD basis", "species": ["O", "C", "C", "C", "C", "C", "C", "H", "H", "H", "H", "H", "H", "H", "H", "H", "H"], "xyz": [[-1.0442, -1.9775, -0.3800], [-1.0113, -0.6134, -0.8018], [-1.2677, 0.3525, 0.3555], [-0.0744, 0.5063, 1.3067], [1.2904, 0.6708, 0.6041], [1.3212, 0.2417, -0.8381], [0.2958, -0.3080, -1.4875], [-0.1500, -2.2071, -0.0976], [-1.8346, -0.5235, -1.5195], [-2.1327, -0.0144, 0.9192], [-1.5455, 1.3261, -0.0679], [-0.0415, -0.3622, 1.9732], [-0.2504, 1.3725, 1.9529], [1.6381, 1.7101, 0.6624], [2.0482, 0.0901, 1.1478], [2.2617, 0.4064, -1.3644], [0.4037, -0.6057, -2.5287]], "atomic_forces_ev_per_a": [[0.192, -0.122, 0.128], [-0.044, 0.327, -0.098], [-0.034, 0.047, -0.005], [-0.001, -0.087, 0.021], [0.005, 0.024, 0.008], [-0.126, -0.031, -0.059], [0.156, -0.005, 0.080], [-0.154, -0.033, -0.018], [0.105, 0.002, 0.088], [0.083, 0.097, -0.094], [0.085, -0.110, 0.011], [0.018, 0.035, -0.126], [0.019, -0.164, -0.017], [-0.084, -0.096, -0.051], [-0.065, 0.129, -0.076], [-0.146, -0.037, 0.058], [-0.009, 0.024, 0.150]], "lowdin_charge": [-0.0315, -0.3918, -0.1537, -0.1875, -0.1884, -0.0961, -0.0558, 0.0908, 0.1393, 0.1159, 0.1199, 0.1064, 0.1053, 0.1081, 0.1105, 0.1022, 0.1065], "smiles": "O[C@@H]1C=CCCC1", "homo_lumo_gap_ev": 10.495, "energy_ha": -309.837721}

{"formula": "C6H10O", "method": "the ωB97M-V functional and the def2-TZVPD basis", "species": ["C", "C", "C", "C", "C", "C", "O", "H", "H", "H", "H", "H", "H", "H", "H", "H", "H"], "xyz": [[-1.8560, -0.1034, 1.2427], [-1.7250, 1.0958, 0.4677], [-0.9144, -0.8783, 0.0810], [0.6281, -1.0628, 0.2493], [1.5770, -0.6638, -0.9306], [1.5932, 0.6783, -0.1954], [1.0819, 0.0766, 1.0011], [-1.2967, -0.0872, 2.1788], [-2.8762, -0.4845, 1.3678], [-2.5668, 1.4451, -0.1461], [-0.9716, 1.8439, 0.6864], [-1.1504, -0.7558, -0.9738], [0.9664, -2.0059, 0.7320], [2.5633, -1.1529, -0.8975], [1.2086, -0.6990, -1.9608], [2.5478, 1.1658, 0.0100], [0.8825, 1.3927, -0.6351]], "atomic_forces_ev_per_a": [[0.870, -1.436, -0.804], [0.802, -0.688, -0.729], [-0.512, 2.366, 0.721], [-0.592, 0.372, 0.315], [-0.243, 0.048, -0.006], [0.272, 0.376, -0.141], [0.552, 0.272, 0.429], [-0.064, -0.234, -0.177], [0.497, -0.209, -0.125], [0.577, -0.485, -0.069], [0.063, -0.343, 0.054], [-0.912, -0.413, 0.170], [-0.805, 0.401, -0.066], [-0.516, -0.042, 0.187], [-0.114, 0.083, 0.257], [-0.009, -0.023, -0.214], [0.137, -0.047, 0.199]], "lowdin_charge": [-0.2444, -0.0195, 0.0504, -0.3221, -0.0894, -0.2000, -0.1339, 0.1012, 0.0939, 0.0730, 0.0602, 0.0617, 0.1395, 0.1089, 0.1041, 0.1141, 0.1024], "homo_lumo_gap_ev": 8.410, "energy_ha": -309.677004}

{"formula": "C6H10O", "method": "the ωB97M-V functional and the def2-TZVPD basis", "species": ["C", "O", "C", "C", "C", "C", "C", "H", "H", "H", "H", "H", "H", "H", "H", "H", "H"], "xyz": [[-0.4229, -2.0323, -1.3122], [-0.5781, -0.9689, -0.3740], [-0.1272, 0.3286, -0.8302], [-0.6808, 1.3984, 0.0994], [-0.0866, 1.0011, 1.4573], [1.2557, 0.3441, 1.0666], [1.2272, -0.1246, -0.3597], [-0.7196, -2.9433, -0.7869], [0.6199, -2.1072, -1.6274], [-1.0729, -1.8809, -2.1826], [-0.3230, 0.4655, -1.8994], [-1.7735, 1.4795, 0.0931], [0.0233, 1.8464, 2.1444], [-0.7309, 0.2567, 1.9361], [2.0958, 1.0579, 1.0950], [1.5600, -0.4804, 1.7193], [-0.2665, 2.3593, -0.2388]], "atomic_forces_ev_per_a": [[-0.007, -0.195, -0.188], [0.045, 0.001, 0.101], [0.043, 0.121, -0.115], [0.051, -0.001, -0.043], [-0.030, -0.023, 0.021], [-0.007, -0.092, 0.006], [-0.172, 0.190, 0.298], [0.030, 0.138, -0.107], [-0.195, -0.042, -0.042], [0.027, 0.029, 0.130], [0.109, -0.026, 0.168], [0.173, -0.089, -0.032], [-0.012, -0.138, -0.130], [0.107, 0.149, -0.042], [-0.083, -0.049, -0.091], [0.029, 0.163, 0.009], [-0.108, -0.136, 0.056]], "lowdin_charge": [-0.0828, -0.1669, -0.3758, -0.1386, -0.1872, -0.2245, 0.0989, 0.0941, 0.0773, 0.0909, 0.1407, 0.1153, 0.1040, 0.1061, 0.1210, 0.1071, 0.1203], "homo_lumo_gap_ev": 9.176, "energy_ha": -309.708554}

{"formula": "C6H10O", "method": "the ωB97M-V functional and the def2-TZVPD basis", "species": ["C", "C", "C", "C", "C", "C", "O", "H", "H", "H", "H", "H", "H", "H", "H", "H", "H"], "xyz": [[-0.7145, 0.0881, 1.8599], [0.3458, 0.0804, 0.7667], [0.3878, -1.2273, -0.0694], [0.3317, -0.7352, -1.5203], [0.6215, 0.6367, -1.5646], [0.1136, 1.1861, -0.2817], [-1.1545, 1.1934, -0.8729], [-1.7098, -0.0009, 1.4131], [-0.5682, -0.7415, 2.5602], [-0.6854, 1.0227, 2.4317], [1.3366, 0.2540, 1.2086], [-0.4632, -1.8781, 0.1585], [1.2988, -1.8051, 0.1252], [0.4264, -1.3935, -2.3779], [0.8117, 1.2440, -2.4426], [0.4416, 2.1833, 0.0312], [-0.8199, -0.1072, -1.4258]], "atomic_forces_ev_per_a": [[-0.035, 0.001, 0.052], [0.001, 0.001, 0.002], [-0.071, -0.046, 0.046], [0.447, -0.042, -0.073], [0.025, -0.289, -0.105], [0.242, 0.073, 0.010], [-0.318, -0.147, 0.037], [0.128, 0.004, 0.064], [-0.011, 0.111, -0.103], [-0.005, -0.132, -0.083], [-0.128, -0.007, -0.065], [0.122, 0.094, -0.020], [-0.136, 0.088, -0.039], [-0.019, 0.112, 0.114], [-0.018, -0.077, 0.128], [-0.016, -0.130, -0.039], [-0.207, 0.386, 0.073]], "lowdin_charge": [-0.0689, -0.3144, -0.1370, -0.1462, 0.0303, -0.4129, -0.1521, 0.0817, 0.0779, 0.0805, 0.1398, 0.1131, 0.1106, 0.1153, 0.1354, 0.1493, 0.1976], "homo_lumo_gap_ev": 8.907, "energy_ha": -309.724215}

{"formula": "C6H10O", "method": "the ωB97M-V functional and the def2-TZVPD basis", "species": ["C", "C", "C", "C", "C", "O", "C", "H", "H", "H", "H", "H", "H", "H", "H", "H", "H"], "xyz": [[-1.1083, 2.1510, -0.3504], [-0.2944, 1.0037, 0.2060], [-0.0637, -0.0668, -0.5607], [0.6008, -1.3013, -0.1608], [0.9000, -2.2570, -1.0333], [1.5314, -3.4199, -0.6740], [0.0284, 1.1106, 1.6774], [-1.1988, 2.0567, -1.4327], [-2.1022, 2.1360, 0.1033], [-0.6666, 3.1164, -0.0862], [-0.5236, -0.0707, -1.5474], [0.8807, -1.4324, 0.8777], [0.6365, -2.1621, -2.0839], [1.0992, -4.1848, -1.0718], [-0.8969, 1.4192, 2.1682], [0.8683, 1.7650, 1.8962], [0.3093, 0.1364, 2.0723]], "atomic_forces_ev_per_a": [[0.278, -0.244, 0.228], [-0.285, 0.170, -0.047], [-0.204, -0.063, 0.184], [0.227, 0.145, 0.014], [-0.475, -0.210, -0.066], [0.114, -0.046, 0.214], [-0.043, -0.753, -0.531], [-0.076, 0.179, 0.062], [-0.094, 0.039, -0.069], [0.034, -0.041, -0.150], [0.331, 0.073, -0.107], [0.038, -0.103, -0.031], [0.037, -0.019, -0.016], [0.080, 0.231, -0.109], [0.279, 0.251, 0.296], [-0.173, 0.419, 0.002], [-0.068, -0.028, 0.127]], "lowdin_charge": [-0.0745, -0.3448, -0.0979, -0.0836, -0.2087, -0.0142, -0.0548, 0.0712, 0.0789, 0.0780, 0.1088, 0.1052, 0.1174, 0.0974, 0.0819, 0.0820, 0.0576], "smiles": "CC(C)=C/C=C/O", "homo_lumo_gap_ev": 8.848, "energy_ha": -309.814276}

{"formula": "C6H10O", "method": "the ωB97M-V functional and the def2-TZVPD basis", "species": ["C", "C", "C", "C", "C", "C", "O", "H", "H", "H", "H", "H", "H", "H", "H", "H", "H"], "xyz": [[-2.1138, -0.2485, 0.2341], [-1.1418, 0.7494, -0.3276], [0.0124, 1.3385, 0.4001], [0.3008, 0.4168, -0.7475], [1.0710, -0.8579, -0.4175], [2.3561, -0.7876, 0.4157], [2.7579, 0.1311, 1.0853], [-2.5830, 0.1180, 1.1506], [-1.6114, -1.1960, 0.4522], [-2.9031, -0.4583, -0.4973], [-1.6056, 1.4786, -0.9983], [0.2132, 2.4036, 0.3708], [0.2203, 0.8688, 1.3572], [0.3277, 0.7610, -1.7670], [1.3353, -1.4372, -1.3119], [0.4415, -1.5277, 0.1880], [2.9225, -1.7526, 0.4131]], "atomic_forces_ev_per_a": [[-0.008, -0.106, 0.144], [-0.108, -0.072, 0.022], [-0.019, 0.152, 0.241], [-0.351, -0.215, -0.040], [-0.261, 0.009, -0.012], [-0.068, 0.309, 0.134], [-0.300, -0.303, -0.478], [-0.032, -0.105, -0.037], [-0.148, 0.058, 0.134], [0.142, -0.009, 0.164], [0.182, -0.402, -0.043], [-0.023, -0.116, -0.059], [0.137, 0.194, -0.048], [1.169, 0.415, -0.049], [-0.176, 0.106, 0.080], [0.033, -0.113, -0.089], [-0.169, 0.199, -0.063]], "lowdin_charge": [-0.0685, -0.3106, -0.0963, -0.2320, -0.1245, -0.2527, 0.0498, 0.0767, 0.0633, 0.0763, 0.1315, 0.1071, 0.1115, 0.1240, 0.1148, 0.1105, 0.1190], "smiles": "C[C@H]1C[C@H]1CC=O", "homo_lumo_gap_ev": 10.481, "energy_ha": -309.799125}

{"formula": "C6H10O", "method": "the ωB97M-V functional and the def2-TZVPD basis", "species": ["C", "C", "C", "C", "C", "C", "O", "H", "H", "H", "H", "H", "H", "H", "H", "H", "H"], "xyz": [[1.7728, -0.6635, 0.0873], [0.5269, 0.1095, 0.5093], [0.2749, 1.3820, -0.3252], [-1.1854, 1.6319, -0.5299], [-1.8392, 0.3861, -0.0275], [-0.8024, -0.6853, 0.3936], [-0.7523, -1.7600, -0.5300], [1.6985, -1.0053, -0.9516], [2.6607, -0.0252, 0.1596], [1.9397, -1.5480, 0.7093], [0.6431, 0.4115, 1.5597], [0.6356, 1.2634, -1.3687], [0.8120, 2.2706, 0.0302], [-2.5926, 0.0033, -0.7369], [-2.4866, 0.7201, 0.8018], [-1.0561, -1.1608, 1.3465], [-0.6109, -1.3942, -1.4132]], "atomic_forces_ev_per_a": [[0.076, -0.027, 0.000], [-0.055, -0.001, 0.044], [-0.221, 0.048, 0.089], [0.241, -0.355, 0.112], [0.008, 0.010, -0.093], [-0.020, 0.158, 0.196], [0.029, 0.072, -0.301], [-0.006, 0.065, 0.161], [-0.127, -0.075, 0.020], [-0.057, 0.114, -0.069], [-0.064, -0.045, -0.159], [-0.136, 0.009, 0.081], [-0.113, -0.075, -0.129], [0.225, 0.084, 0.076], [0.232, 0.075, 0.030], [0.022, 0.083, -0.157], [-0.033, -0.141, 0.099]], "lowdin_charge": [-0.0721, -0.3283, -0.2191, 0.0788, -0.1887, -0.3504, -0.0368, 0.0757, 0.0801, 0.0828, 0.1395, 0.1343, 0.1138, 0.1219, 0.1285, 0.1440, 0.0961], "homo_lumo_gap_ev": 8.618, "energy_ha": -309.728223}

no.,HOMO (Ha)
1,-0.33821
2,-0.35078
3,-0.28559
4,-0.30183
5,-0.31065
6,-0.29235
7,-0.34779
8,-0.30978